## one
Molecular formula: C15H17NO2S
Method: DFT, the ωB97M-V functional and the def2-TZVPD basis

Computed properties:
Total charge: 0
HOMO-LUMO gap, eV: 9.129

The geometry in XYZ format:
```
36
Properties=species:S:1:pos:R:3:nbo_charge:R:1
S 4.171 -0.253 -0.900 0.4902
O 1.585 0.651 -1.307 -0.6239
O -4.413 -1.829 -0.992 -0.4887
N 0.171 1.429 0.267 -0.6068
C 5.137 -1.570 -0.364 -0.4218
C 2.440 0.950 0.930 -0.5239
C 4.905 -1.886 0.934 -0.2647
C -5.522 -2.557 -0.524 -0.2521
C -2.170 0.835 -0.015 -0.0086
C 3.456 -0.105 0.665 -0.2022
C -2.787 -0.179 -0.723 -0.2468
C -0.983 1.559 -0.606 -0.0835
C 1.366 0.976 -0.161 0.6952
C 3.940 -1.042 1.527 -0.2647
C -1.302 3.035 -0.859 -0.6015
C -3.747 0.509 1.766 -0.1945
C -4.370 -0.506 1.057 -0.3154
C -2.660 1.179 1.242 -0.2110
C -3.890 -0.856 -0.200 0.3165
H -2.199 1.972 1.812 0.1921
H 0.046 1.688 1.233 0.3936
H 1.991 0.793 1.913 0.2237
H 3.623 -1.126 2.551 0.2158
H -0.445 3.526 -1.313 0.2184
H 2.914 1.938 0.919 0.2405
H -2.427 -0.471 -1.697 0.2257
H -4.125 0.777 2.742 0.2126
H -6.386 -1.908 -0.352 0.1759
H 5.398 -2.686 1.457 0.2196
H -5.759 -3.271 -1.311 0.2020
H 5.808 -2.045 -1.052 0.2311
H -5.218 -1.009 1.493 0.2199
H -2.151 3.116 -1.532 0.2180
H -0.692 1.087 -1.549 0.2424
H -1.548 3.543 0.070 0.2003
H -5.286 -3.101 0.397 0.1766
```

=====

## two
Molecular formula: C15H17NO2S
Method: DFT, the ωB97M-V functional and the def2-TZVPD basis

Computed properties:
Total charge: 0
HOMO-LUMO gap, eV: 7.197

The geometry in XYZ format:
```
36
Properties=species:S:1:pos:R:3:nbo_charge:R:1
S 0.333 -2.103 3.758 0.0972
O -0.710 -0.589 -4.490 -0.6269
O 0.477 1.578 -3.897 -0.5017
N 1.049 -0.529 1.502 -0.5481
C -0.153 -1.528 -2.468 -0.2904
C 1.019 1.035 -1.783 -0.3480
C 1.977 -0.042 0.452 -0.1722
C 1.165 2.968 -3.715 -0.2155
C -0.625 1.255 1.545 -0.3213
C -0.787 -3.417 2.974 -0.6790
C -1.631 -0.120 3.671 -0.2787
C -0.134 -0.488 -3.418 0.2964
C 0.136 0.066 1.993 0.2704
C 0.539 0.765 -2.979 0.2746
C 0.734 -1.146 -1.223 -0.1949
C -2.420 0.856 3.183 -0.2916
C -1.728 1.668 2.000 -0.1629
C -0.675 -0.613 3.078 -0.1681
C 1.261 -0.025 -0.912 -0.1029
H 0.441 -1.992 -0.450 0.2043
H -0.509 0.033 -5.131 0.4944
H -2.237 -0.421 4.601 0.2384
H -0.525 -4.342 3.377 0.2117
H -3.278 1.220 3.537 0.1951
H 0.893 3.628 -4.691 0.2114
H 1.658 1.956 -1.563 0.2044
H 1.533 -1.420 2.023 0.4281
H 2.767 -0.468 0.358 0.1802
H -1.723 -3.192 3.244 0.2034
H -2.161 2.528 1.509 0.2097
H 0.720 3.264 -2.913 0.1762
H 2.143 2.845 -3.481 0.1864
H 2.143 1.063 0.647 0.1805
H -0.597 -2.496 -2.812 0.2280
H -0.943 -3.410 1.829 0.2127
H -0.153 1.612 0.646 0.1988
```

=====

Tell me which of them is the most stable. Sure, it is one.

=====

## one
Molecular formula: C2H11N5
Method: DFT, the ωB97M-V functional and the def2-TZVPD basis

Computed properties:
Total charge: +2
HOMO-LUMO gap, eV: 8.723

The geometry in XYZ format:
```
18
Properties=species:S:1:pos:R:3:nbo_charge:R:1
N -4.201 -3.933 -2.952 -0.6899
N -0.268 -1.880 0.241 -0.8611
N 5.644 9.140 5.203 -0.9105
N -2.265 -5.087 -3.345 -0.7154
N -1.897 -3.042 -1.254 -0.5123
C -2.991 -3.985 -3.317 0.4556
C -1.227 -2.397 -0.501 0.5115
H 4.930 9.906 4.991 0.4794
H -2.655 -3.108 -3.857 0.2344
H -1.419 -5.230 -3.805 0.4322
H 0.719 -2.004 -0.131 0.4343
H 5.256 8.141 5.000 0.4854
H 6.499 9.406 4.587 0.4764
H -2.783 -6.016 -3.184 0.4192
H -4.554 -3.043 -2.672 0.4305
H -0.255 -1.422 1.173 0.4513
H -4.566 -4.622 -2.341 0.4097
H 6.033 9.177 6.163 0.4693
```

=====

## two
Molecular formula: C2H11N5
Method: DFT, the ωB97M-V functional and the def2-TZVPD basis

Computed properties:
Total charge: +2
HOMO-LUMO gap, eV: 10.239

The geometry in XYZ format:
```
18
Properties=species:S:1:pos:R:3:nbo_charge:R:1
N 2.320 0.354 1.023 -0.5356
N 1.261 0.602 0.098 -0.4238
N -2.571 -1.609 0.710 -0.5954
N -2.404 -0.740 -0.353 -0.3828
N -1.507 1.566 -0.232 -0.5097
C -1.984 0.467 -0.255 0.7137
C 1.432 -0.170 -1.149 -0.4443
H 0.534 -0.402 -1.684 0.2230
H -2.320 -1.217 1.591 0.4020
H 2.514 1.316 1.564 0.4693
H 2.045 0.239 -1.827 0.2229
H -1.896 2.513 -0.206 0.4853
H 1.287 1.600 0.049 0.3849
H -3.486 -2.027 0.608 0.4167
H 1.727 -1.120 -0.967 0.2263
H 2.098 -0.370 1.638 0.4313
H 3.332 0.054 0.736 0.4449
H -2.382 -1.055 -1.345 0.4714
```

=====

Tell me which of them is the most stable. Sure, it is one.

=====

## one
Molecular formula: C4H6O2P
Method: DFT, the ωB97M-V functional and the def2-TZVPD basis

Computed properties:
Total charge: -1
HOMO-LUMO gap, eV: 8.372

The geometry in XYZ format:
```
13
Properties=species:S:1:pos:R:3:nbo_charge:R:1
P 0.721 0.715 -1.151 2.1941
O 1.763 1.493 -0.420 -1.1705
O 0.635 0.716 -2.607 -1.1633
C 0.081 -1.243 0.777 -0.2858
C -0.880 0.809 -0.293 -0.7980
C 0.871 -1.320 -0.329 -0.5089
C -0.538 0.108 1.091 -0.4470
H 0.216 0.750 1.555 0.2235
H -1.598 0.182 -0.641 0.2061
H -1.311 1.832 -0.396 0.2159
H -1.428 0.207 1.595 0.1879
H 1.477 -2.203 -0.592 0.1800
H -0.007 -2.044 1.410 0.1659
```

=====

## two
Molecular formula: C4H6O2P
Method: DFT, the ωB97M-V functional and the def2-TZVPD basis

Computed properties:
Total charge: -1
HOMO-LUMO gap, eV: 6.647

The geometry in XYZ format:
```
13
Properties=species:S:1:pos:R:3:nbo_charge:R:1
P 1.234 -0.104 0.201 2.0732
O 1.665 0.659 -1.302 -1.0108
O 2.496 -0.079 0.998 -1.1250
C -0.091 1.118 0.498 -0.8215
C 0.206 -1.468 -0.198 -1.0002
C -1.345 0.299 0.147 -0.4088
C -1.133 -1.006 -0.096 -0.1657
H -1.919 -1.884 -0.313 0.1813
H -2.259 0.823 0.181 0.1789
H -0.170 1.352 1.475 0.2134
H 0.465 -2.413 0.176 0.2070
H 0.119 1.972 -0.104 0.2204
H 0.732 0.730 -1.663 0.4579
```

=====

Tell me which of them is the most stable. Sure, it is one.

=====

## one
Molecular formula: C3H8O4
Method: DFT, the ωB97M-V functional and the def2-TZVPD basis

Computed properties:
Total charge: 0
HOMO-LUMO gap, eV: 10.588

The geometry in XYZ format:
```
15
Properties=species:S:1:pos:R:3:nbo_charge:R:1
O 0.069 -0.684 1.402 -0.5962
O -0.995 -1.828 -0.164 -0.7258
O 1.210 1.698 0.015 -0.7305
O -1.577 1.142 0.463 -0.9614
C -0.063 -0.941 0.236 0.8297
C 0.917 0.823 -1.113 -0.0681
C 0.876 -0.672 -0.909 -0.5500
H -1.806 -2.013 0.306 0.5042
H 0.606 -1.253 -1.783 0.2524
H -1.345 1.956 0.038 0.4854
H 0.003 1.309 -1.442 0.1799
H -2.298 1.226 1.083 0.4841
H 1.784 0.940 -1.782 0.1775
H 1.848 -1.090 -0.621 0.2370
H 1.294 1.071 0.747 0.4817
```

=====

## two
Molecular formula: C3H8O4
Method: DFT, the ωB97M-V functional and the def2-TZVPD basis

Computed properties:
Total charge: 0
HOMO-LUMO gap, eV: 11.005

The geometry in XYZ format:
```
15
Properties=species:S:1:pos:R:3:nbo_charge:R:1
O 1.573 0.233 0.696 -0.5741
O -1.503 3.991 4.086 -0.9237
O 0.146 -2.159 -2.744 -0.7194
O 1.216 0.344 -1.514 -0.7060
C 1.000 -0.175 -0.271 0.7953
C 0.082 -1.374 -0.346 -0.5581
C -0.606 -1.613 -1.684 -0.0519
H 1.724 1.139 -1.477 0.4975
H -1.401 -2.345 -1.515 0.1789
H -0.667 -1.176 0.425 0.2505
H -0.554 3.838 4.103 0.4625
H -1.582 4.273 5.012 0.4613
H 1.103 -1.972 -2.673 0.4741
H -1.080 -0.678 -2.009 0.1674
H 0.548 -2.326 -0.090 0.2457
```

=====

Tell me which of them is the most stable. Sure, it is two.

=====

## one
Molecular formula: C9H16O
Method: DFT, the ωB97M-V functional and the def2-TZVPD basis

Computed properties:
Total charge: 0
HOMO-LUMO gap (alpha / beta), eV: 7.715 / 7.714

The geometry in XYZ format:
```
26
Properties=species:S:1:pos:R:3:nbo_charge:R:1
O 2.046 0.666 -1.050 -0.7030
C -0.289 -1.691 0.998 -0.4866
C 1.826 -0.415 -0.224 0.3566
C 1.303 0.115 1.261 -0.4279
C 0.091 -0.428 0.584 0.0178
C -0.540 1.985 -0.093 -0.6200
C -1.179 0.025 -1.508 -0.5997
C -2.270 0.408 0.719 -0.5846
C -0.953 0.508 -0.068 -0.0697
C 2.482 -1.576 -0.401 -0.5253
H -2.107 0.640 1.771 0.2097
H 0.030 -2.097 1.943 0.1900
H 2.271 -2.456 0.174 0.2216
H 0.411 2.129 -0.595 0.2335
H 1.362 1.187 1.417 0.2319
H -1.302 2.557 -0.623 0.2117
H -1.980 0.597 -1.975 0.2042
H -2.704 -0.586 0.648 0.2160
H 3.266 -1.664 -1.140 0.2012
H -2.996 1.118 0.320 0.2009
H -0.278 0.160 -2.104 0.2110
H 2.538 0.369 -1.824 0.4814
H -1.450 -1.030 -1.526 0.2092
H 1.750 -0.541 1.997 0.2301
H -0.473 2.392 0.917 0.2019
H -0.854 -2.373 0.383 0.1881
```

=====

## two
Molecular formula: C9H16O
Method: DFT, the ωB97M-V functional and the def2-TZVPD basis

Computed properties:
Total charge: 0
HOMO-LUMO gap, eV: 9.935

The geometry in XYZ format:
```
26
Properties=species:S:1:pos:R:3:nbo_charge:R:1
O -0.015 -2.754 -0.842 -0.4938
C -0.969 1.587 0.675 0.0364
C -0.747 2.433 1.895 -0.6300
C 1.293 -0.903 -1.799 -0.6359
C 0.931 -1.746 -0.601 0.2200
C -0.702 2.284 -0.627 -0.6525
C -0.449 -1.762 0.043 0.0831
C 2.091 -2.041 0.327 -0.6278
C -1.494 -0.718 -0.282 -0.4689
C -1.378 0.329 0.788 -0.1975
H 1.781 -2.735 1.102 0.2188
H -1.573 -0.054 1.784 0.1902
H 1.541 0.110 -1.491 0.2129
H -1.302 1.882 -1.428 0.2173
H -0.522 -2.127 1.068 0.1709
H 0.470 -0.862 -2.506 0.2224
H 0.281 2.792 1.911 0.2110
H -1.399 3.307 1.882 0.2099
H -1.346 -0.307 -1.279 0.2139
H -0.918 3.342 -0.543 0.2147
H 0.340 2.188 -0.903 0.2163
H 2.154 -1.331 -2.304 0.2174
H -2.485 -1.184 -0.243 0.2162
H -0.937 1.875 2.809 0.2129
H 2.433 -1.112 0.791 0.2161
H 2.922 -2.492 -0.227 0.2060
```

=====

Tell me which of them is the most stable. Sure, it is two.